No. 1
C8H6Cl4O | ωB97M-V/def2-TZVPD

Each line ends with the Löwdin charge.
CARTESIAN COORDINATES (ANGSTROEM)
O -0.84 1.02 -1.57  -0.030
C -0.52 1.14 -0.17  -0.347
C 0.98 0.95 0.08  0.040
C 1.39 -0.35 0.11  -0.088
C 0.42 -1.36 0.11  -0.103
C -0.87 -1.16 0.47  -0.091
C -1.32 0.18 0.65  -0.241
C -2.35 0.55 1.50  -0.603
Cl -2.58 2.31 1.74  0.656
C -3.19 -0.47 2.32  -1.558
Cl -4.19 0.32 3.47  0.609
Cl -2.19 -1.58 3.27  0.597
Cl -4.23 -1.58 1.26  0.537
H -0.46 0.14 -1.90  0.128
H -0.83 2.14 -0.08  0.088
H 1.60 1.74 0.12  0.069
H 2.47 -0.47 0.05  0.112
H 0.85 -2.34 -0.11  0.119
H -1.70 -1.98 0.55  0.105

Net charge ... 0
Orbital gap ... 7.7381 eV
Relative energy (zero: lowest compared OMol25 entry of this formula, charge and spin) ... 55.23 kJ/mol
SMILES ... O[C@@H]1C=CC=C/C1=C(/Cl)C(Cl)(Cl)Cl
E ... -60527.685 eV
HOMO level ... -8.7 eV

***

No. 2
C18H25NO3 | ωB97M-V/def2-TZVPD

Each line ends with the Löwdin charge.
CARTESIAN COORDINATES (ANGSTROEM)
O 5.10 0.91 0.52  0.107
C 4.59 0.79 -0.57  -0.526
O 4.91 1.59 -1.60  0.115
C 3.65 -0.32 -1.01  -0.189
C 4.41 -1.65 -1.14  -0.136
C 4.83 -2.20 0.22  -0.193
C 3.61 -2.38 1.11  -0.188
C 2.92 -1.03 1.31  -0.148
C 2.47 -0.46 -0.04  -0.183
C 1.86 0.93 0.17  -0.438
O 2.45 1.95 -0.12  0.092
N 0.64 0.91 0.74  0.073
C -0.10 2.12 1.03  -0.179
C -1.29 2.33 0.08  -0.189
C -2.37 1.26 0.25  -0.207
C -3.58 1.54 -0.65  -0.167
C -4.62 0.47 -0.48  -0.248
C -4.57 -0.68 -1.25  -0.049
C -5.50 -1.69 -1.07  -0.088
C -6.49 -1.56 -0.10  -0.099
C -6.54 -0.42 0.68  -0.088
C -5.61 0.59 0.49  -0.048
H 5.48 2.31 -1.29  0.135
H 3.27 -0.02 -1.99  0.154
H 3.75 -2.37 -1.64  0.120
H 5.29 -1.50 -1.78  0.122
H 5.34 -3.15 0.08  0.111
H 5.52 -1.50 0.69  0.111
H 3.91 -2.78 2.08  0.111
H 2.91 -3.09 0.65  0.114
H 3.61 -0.34 1.78  0.121
H 2.05 -1.15 1.97  0.113
H 1.73 -1.12 -0.49  0.157
H 0.19 0.03 0.93  0.136
H 0.61 2.94 0.92  0.120
H -0.45 2.08 2.07  0.123
H -1.72 3.31 0.29  0.115
H -0.92 2.33 -0.94  0.121
H -1.96 0.28 -0.01  0.110
H -2.69 1.22 1.29  0.120
H -3.26 1.58 -1.69  0.119
H -4.00 2.51 -0.38  0.117
H -3.81 -0.79 -2.01  0.112
H -5.46 -2.58 -1.68  0.101
H -7.22 -2.35 0.04  0.099
H -7.31 -0.31 1.43  0.101
H -5.65 1.48 1.10  0.112

Net charge ... 0
Orbital gap ... 9.7957 eV
Relative energy (zero: lowest compared OMol25 entry of this formula, charge and spin) ... 23.12 kJ/mol
SMILES ... O=C(O)[C@H]1CCCC[C@H]1C(=O)NCCCCc1ccccc1
E ... -26706.185 eV
HOMO level ... -9.2 eV

***

No. 3
C7H4IO3 | ωB97M-V/def2-TZVPD

Each line ends with the Löwdin charge.
CARTESIAN COORDINATES (ANGSTROEM)
C -0.58 -1.40 0.50  -0.214
C 0.36 -0.95 1.40  -0.173
C -0.97 -0.53 -0.55  -0.275
C 0.96 0.28 1.38  -0.075
C 0.65 0.22 -2.35  -0.426
C 0.01 0.39 -1.05  -0.222
C 0.77 1.40 0.36  -0.264
O -0.29 1.16 -2.30  0.128
O 1.38 -0.36 -3.10  0.126
O 1.37 2.47 0.50  0.019
I -2.60 1.28 0.92  -0.049
H -1.20 -2.19 0.95  0.103
H 0.49 -1.57 2.39  0.132
H -1.85 -0.91 -1.18  0.125
H 1.51 0.70 2.14  0.063

Net charge ... -1
Orbital gap ... 6.6699 eV
Relative energy (zero: lowest compared OMol25 entry of this formula, charge and spin) ... 322.74 kJ/mol
E ... -21565.192 eV
HOMO level ... -3.9 eV

***

No. 4
C5H8O | ωB97M-V/def2-TZVPD

Each line ends with the Löwdin charge.
CARTESIAN COORDINATES (ANGSTROEM)
C 2.41 0.65 -0.66  0.028
C 1.16 0.72 -1.12  -0.117
C -0.03 0.25 -0.43  -0.351
O -1.15 0.52 -1.18  0.020
C -0.18 -0.41 0.74  -0.103
C -1.51 -0.99 1.12  -0.127
H 2.62 0.31 0.35  0.063
H 3.21 1.10 -1.24  0.056
H 0.95 0.94 -2.16  0.109
H -2.00 0.62 -0.74  0.098
H 0.38 -0.15 1.64  0.107
H -2.38 -0.36 0.95  0.058
H -1.66 -1.29 2.17  0.069
H -1.83 -1.91 0.57  0.090

Net charge ... 0
Orbital gap ... 8.9775 eV
Relative energy (zero: lowest compared OMol25 entry of this formula, charge and spin) ... 202.95 kJ/mol
SMILES ... C=C/C(O)=C/C
E ... -7360.152 eV
HOMO level ... -8.2 eV

***

No. 5
C5H7NO | ωB97M-V/def2-TZVPD

Each line ends with the Löwdin charge.
CARTESIAN COORDINATES (ANGSTROEM)
C 1.72 0.91 0.39  -0.019
C 0.41 0.52 -0.20  -0.318
C -0.56 -0.42 0.01  -0.330
N -0.69 -1.54 0.98  0.186
C -1.67 -0.36 -0.88  -0.083
C -1.26 0.70 -1.63  -0.191
O -0.03 1.25 -1.24  -0.011
H 1.98 0.28 1.25  0.072
H 2.53 0.80 -0.35  0.083
H 1.72 1.95 0.72  0.083
H -0.79 -1.27 1.96  0.156
H 0.00 -2.28 0.90  0.156
H -1.61 -1.86 0.59  0.126
H -1.69 1.23 -2.47  0.087

Net charge ... 0
Orbital gap ... 7.5554 eV
Relative energy (zero: lowest compared OMol25 entry of this formula, charge and spin) ... 384.49 kJ/mol
E ... -8832.218 eV
HOMO level ... -7.5 eV